(1)
{
  "formula": "C13H15NO2ReSbSe5Si",
  "method": "wB97M-V/def2-TZVPD",
  "de_lowest_ev": 0.000,
  "orbital_gap_ev": 6.38,
  "charge": 2,
  "mol_weight_g_mol": 948.121,
  "homo_ev": -14.6,
  "species": ["Re", "O", "C", "O", "C", "C", "C", "C", "C", "C", "C", "C", "C", "N", "H", "H", "H", "H", "H", "H", "Se", "Sb", "Se", "Se", "Se", "C", "Si", "C", "C", "Se", "H", "H", "H", "H", "H", "H", "H", "H", "H"],
  "positions_angstrom": [[1.494178, -0.020121, 0.865335], [0.005199, -3.185061, 2.650711], [0.221248, -2.031911, 2.445203], [1.415212, -1.531365, 2.140466], [-0.808439, -0.953866, 2.499102], [-1.980113, -1.221935, 3.191374], [-2.896647, -0.219865, 3.313068], [-2.632699, 1.025886, 2.724105], [-3.577363, 2.072018, 2.866411], [-3.363338, 3.292842, 2.305942], [-2.183474, 3.496961, 1.571498], [-1.257776, 2.500707, 1.416936], [-1.428405, 1.229701, 1.990364], [-0.492529, 0.193671, 1.887295], [-2.105594, -2.207053, 3.616785], [-3.819465, -0.364596, 3.860828], [-4.475302, 1.870624, 3.436019], [-4.082641, 4.091497, 2.417873], [-1.995562, 4.461011, 1.117446], [-0.385809, 2.747363, 0.849040], [3.715441, 2.745679, -0.943437], [4.118048, 2.484251, 1.428632], [1.557531, 2.134711, 0.019679], [3.752964, -0.001211, 1.708940], [3.978920, 3.697958, 3.386291], [3.035484, -1.982727, -4.056595], [1.220824, -1.892731, -3.872877], [0.283619, -3.395217, -3.429704], [0.330447, -0.383859, -4.388575], [1.425230, -1.224558, -0.980665], [3.267677, -2.324435, -5.073164], [3.472817, -2.703193, -3.364790], [3.502675, -1.006906, -3.925836], [0.092388, -3.963788, -4.349080], [-0.684456, -3.156891, -2.988906], [0.850812, -4.043875, -2.761427], [0.133739, -0.447740, -5.466272], [0.928176, 0.511926, -4.220881], [-0.633018, -0.293903, -3.887133]],
  "atomic_forces_ev_per_a": [[-0.99, -1.70, 0.53], [-0.08, -0.03, 0.07], [0.32, 0.09, -0.04], [0.61, 0.03, 0.23], [-0.05, -0.02, -0.12], [0.00, -0.03, -0.02], [-0.03, -0.02, 0.02], [-0.01, 0.03, -0.01], [0.00, -0.04, 0.01], [0.00, 0.03, -0.02], [-0.04, 0.00, 0.01], [0.03, -0.03, -0.01], [-0.04, -0.06, 0.00], [0.02, 0.19, -0.04], [0.00, 0.00, 0.00], [0.00, 0.00, 0.00], [0.00, 0.00, 0.00], [0.00, 0.00, 0.00], [0.00, 0.00, 0.00], [0.02, 0.00, -0.02], [0.15, 0.27, -0.47], [-0.02, -0.36, 1.03], [0.05, 1.49, -0.65], [-0.10, 0.00, 0.03], [0.24, 0.16, -0.31], [0.02, -0.04, -0.11], [0.04, 0.12, 0.43], [-0.03, -0.06, -0.12], [-0.03, -0.01, -0.12], [-0.09, -0.03, -0.30], [0.00, 0.00, 0.01], [0.00, 0.00, -0.01], [0.01, 0.00, 0.00], [0.00, 0.00, 0.01], [0.00, 0.00, 0.00], [0.00, 0.00, -0.01], [0.00, 0.00, 0.00], [0.00, 0.00, 0.00], [0.00, 0.00, 0.00]]
}

---

(2)
{
  "formula": "C13H15NO2S2",
  "method": "wB97M-V/def2-TZVPD",
  "de_lowest_ev": 2.504,
  "orbital_gap_ev": 5.09,
  "charge": 0,
  "mol_weight_g_mol": 281.402,
  "homo_ev": -6.9,
  "species": ["C", "C", "N", "C", "C", "O", "O", "H", "H", "H", "H", "H", "H", "C", "C", "C", "C", "C", "S", "C", "C", "S", "C", "C", "H", "H", "H", "H", "H", "H", "H", "H", "H"],
  "positions_angstrom": [[-0.171563, -1.286998, 3.472769], [0.227429, -0.669555, 2.149126], [0.601136, 0.597233, 2.170586], [1.268058, 1.631747, 1.657032], [1.865565, 2.643492, 2.609345], [1.418710, 1.875801, 0.443303], [0.123651, -1.428499, 1.150229], [0.138645, -0.693186, 4.331105], [-1.254249, -1.428245, 3.502182], [0.250465, -2.295094, 3.546998], [1.775337, 2.370058, 3.657555], [2.919793, 2.793987, 2.377672], [1.397268, 3.615704, 2.463062], [-3.923355, -0.612835, -0.865483], [-3.125641, -1.758938, -0.926147], [-1.758635, -1.653974, -1.167338], [-1.162713, -0.370554, -1.289514], [0.277772, -0.214818, -1.437288], [0.905080, 1.141819, -2.332129], [2.445937, 0.433392, -2.967220], [2.764392, -0.895037, -2.297928], [1.323144, -1.594878, -1.467978], [-1.986301, 0.777546, -1.277989], [-3.351520, 0.649770, -1.042600], [-4.990233, -0.703087, -0.627245], [-3.565603, -2.739880, -0.765841], [-1.137675, -2.555992, -1.254615], [2.340225, 0.293913, -4.056147], [3.237973, 1.164987, -2.772159], [3.101666, -1.603060, -3.062910], [3.526524, -0.787677, -1.509749], [-1.520967, 1.760873, -1.428647], [-3.960316, 1.541984, -0.982036]],
  "atomic_forces_ev_per_a": [[-0.07, -0.28, 0.36], [-0.13, -0.14, -1.46], [0.34, 0.69, 2.13], [-0.44, -0.91, -1.29], [0.19, 0.13, 0.46], [-0.04, -0.12, -0.01], [0.28, 0.41, 0.22], [-0.04, 0.03, -0.12], [-0.04, 0.13, -0.03], [0.04, 0.16, -0.07], [-0.10, -0.13, -0.04], [0.05, -0.10, -0.11], [-0.17, 0.01, -0.09], [0.14, 0.06, 0.31], [0.25, 0.13, -0.21], [0.24, 0.35, 0.24], [-0.58, 0.03, 0.60], [1.35, -0.64, -2.75], [-0.67, -0.47, 0.67], [0.10, 0.16, -0.14], [0.33, 0.13, 0.41], [-0.90, 0.48, 0.48], [0.31, -0.26, 0.19], [0.24, -0.14, -0.16], [0.48, 0.05, -0.20], [0.07, 0.17, -0.12], [-0.36, 0.50, 0.23], [-0.10, 0.21, 0.45], [-0.18, -0.16, -0.10], [-0.03, -0.02, 0.39], [-0.19, -0.01, -0.44], [-0.34, -0.41, 0.26], [-0.04, -0.04, -0.05]]
}

---

(3)
{
  "formula": "C13H16Br3F9O6",
  "method": "wB97M-V/def2-TZVPD",
  "de_lowest_ev": 0.150,
  "orbital_gap_ev": 10.20,
  "charge": 0,
  "mol_weight_g_mol": 678.959,
  "homo_ev": -10.6,
  "species": ["C", "Br", "Br", "Br", "H", "C", "C", "O", "C", "O", "C", "F", "F", "F", "H", "H", "H", "H", "H", "C", "C", "O", "C", "O", "C", "F", "F", "F", "H", "H", "H", "H", "H", "C", "C", "O", "C", "O", "C", "F", "F", "F", "H", "H", "H", "H", "H"],
  "positions_angstrom": [[17.315164, -13.581641, -2.266847], [15.909769, -14.685455, -1.555136], [18.153416, -12.451229, -0.867382], [16.672800, -12.428403, -3.706463], [18.107174, -14.143026, -2.739951], [19.233676, -16.276348, -0.786440], [19.520509, -16.385729, 0.724177], [18.609461, -15.604042, 1.491816], [17.383201, -16.142012, 1.584841], [17.019395, -17.121495, 1.030137], [16.512820, -15.350773, 2.567422], [15.465983, -14.794010, 1.915934], [16.038928, -16.159788, 3.524476], [17.209294, -14.355427, 3.151032], [19.974046, -16.668892, -1.482997], [19.132236, -15.204147, -0.952018], [18.334446, -16.845213, -1.011037], [20.528313, -16.057516, 0.964474], [19.468305, -17.433792, 1.023803], [19.628904, -11.682294, 2.599913], [18.720803, -10.483519, 2.625821], [17.338911, -10.758236, 2.439447], [16.659808, -11.398149, 3.376065], [17.115112, -11.712292, 4.429198], [15.236321, -11.802307, 2.958139], [14.424822, -10.737525, 3.025358], [15.273715, -12.237002, 1.707249], [14.729761, -12.690278, 3.778625], [20.620022, -11.294320, 2.845787], [19.633486, -12.334074, 1.728542], [19.402880, -12.353971, 3.435022], [18.971712, -9.831576, 1.788268], [18.922173, -9.950717, 3.556769], [17.037189, -9.100090, -1.081683], [15.896873, -8.840309, -0.118038], [16.239868, -7.942880, 0.915047], [15.303126, -7.417994, 1.651158], [14.125175, -7.627571, 1.536704], [15.857980, -6.295652, 2.583886], [15.417042, -6.465470, 3.828767], [17.199038, -6.258171, 2.558888], [15.412994, -5.106584, 2.121943], [17.389613, -8.147109, -1.482087], [16.731853, -9.683870, -1.944039], [17.838067, -9.555470, -0.501701], [15.365023, -9.729556, 0.237691], [15.025590, -8.487446, -0.691588]],
  "atomic_forces_ev_per_a": [[-0.07, 1.07, 0.07], [0.45, 0.20, -0.15], [-0.39, -0.76, -0.52], [-0.01, -0.22, 0.30], [-0.06, -0.36, 0.32], [-0.21, 0.17, 0.59], [0.91, -1.13, -1.23], [-0.53, -0.08, 0.18], [1.15, 0.63, 0.23], [-0.67, -0.74, -0.22], [-0.48, 0.74, 0.23], [0.55, -0.60, 0.36], [0.18, 0.28, -0.37], [-0.42, -0.43, -0.16], [0.50, 0.02, 0.53], [-0.26, -0.07, -0.44], [-0.26, 0.43, -0.03], [-0.14, 0.41, 0.12], [-0.21, 0.06, 0.19], [0.13, -0.81, 1.17], [0.80, 0.23, -0.28], [-1.16, 0.06, -0.86], [1.01, -0.35, 0.37], [-0.04, -0.08, 0.86], [0.31, 1.24, 0.06], [-0.08, 0.42, -0.32], [-0.43, -0.26, -0.38], [0.05, -0.79, 0.06], [0.15, -0.15, -0.45], [-0.01, 0.47, -0.36], [-0.13, 0.14, -0.02], [-0.16, 0.15, 0.12], [-0.44, 0.07, 0.01], [0.21, 0.84, 1.04], [-2.42, -0.87, -1.80], [1.61, -0.11, 0.01], [-1.32, 0.53, -0.36], [0.39, 0.05, 0.50], [-0.06, -0.11, -0.65], [0.28, 0.12, -0.15], [-0.38, 0.00, 0.40], [0.13, -0.46, 0.30], [0.08, 0.03, 0.13], [-0.09, -0.39, 0.26], [0.23, -0.20, -0.47], [0.99, -0.32, 0.74], [0.35, 0.95, 0.08]]
}

---

(4)
{
  "formula": "C13H16BrCl4Cs2NO10S",
  "method": "wB97M-V/def2-TZVPD",
  "orbital_gap_ev": 0.91,
  "charge": -2,
  "mol_weight_g_mol": 865.861,
  "homo_ev": 1.0,
  "species": ["O", "C", "O", "C", "O", "C", "Br", "C", "S", "H", "Cl", "C", "C", "Cl", "H", "H", "H", "H", "C", "C", "O", "N", "C", "H", "H", "H", "H", "H", "H", "H", "Cl", "C", "C", "Cl", "H", "H", "H", "H", "Cs", "C", "O", "O", "O", "Cs", "C", "O", "O", "O"],
  "positions_angstrom": [[-1.389483, -3.946536, -0.318280], [-1.520939, -2.764619, -0.324214], [-0.617990, -1.856151, -0.865725], [-0.861985, -0.668564, -0.240204], [-0.058857, 0.194961, -0.145378], [-2.267119, -0.701020, 0.280088], [-3.155323, 0.811619, 0.862031], [-2.678535, -1.966246, 0.232531], [-4.227860, -2.628160, 0.723397], [-4.963123, -2.125503, -0.289365], [-6.229139, -5.283087, 3.316150], [-7.706426, -4.333666, 3.602771], [-8.428354, -4.004429, 2.319045], [-7.514276, -2.851522, 1.316095], [-7.425412, -3.429802, 4.138635], [-8.356579, -4.933499, 4.239014], [-9.386693, -3.539147, 2.547336], [-8.606060, -4.898049, 1.724848], [2.449938, 1.514104, 1.754664], [3.179160, 2.680221, 2.328020], [3.149471, 2.938055, 3.540605], [3.886077, 3.444918, 1.489818], [4.026808, 3.288319, 0.049705], [1.933305, 0.997487, 2.558674], [1.710413, 1.852700, 1.028620], [3.118202, 0.799552, 1.263189], [4.372208, 4.216854, 1.931114], [5.081646, 3.170148, -0.198056], [3.655647, 4.192443, -0.427713], [3.470957, 2.426691, -0.307377], [-2.323527, -0.648834, -3.526706], [-0.557589, -0.160541, -3.208090], [0.293806, 0.160841, -4.357214], [0.643270, -1.394589, -5.212501], [-0.057870, -0.982044, -2.679201], [-0.637558, 0.692029, -2.538744], [1.251088, 0.521653, -3.979647], [-0.113773, 0.880755, -5.066490], [5.196827, 3.167929, 3.323774], [2.116835, -2.041533, -1.803285], [2.447022, -2.040620, -0.567163], [2.100878, -0.909160, -2.531195], [1.713572, -3.111147, -2.421670], [1.768684, -2.890027, -6.896720], [7.891433, 6.542845, 0.827671], [8.332495, 7.391840, -0.027892], [6.732926, 6.731682, 1.393967], [8.561804, 5.490852, 1.141066]],
  "atomic_forces_ev_per_a": [[-0.09, 0.70, -0.17], [-0.20, -0.63, -0.51], [-0.24, -0.88, 1.30], [0.45, 0.47, -0.26], [-0.20, 0.46, 0.07], [0.00, -0.49, -0.03], [0.05, 0.00, 0.02], [-0.08, 0.44, -0.05], [0.03, -0.28, 0.07], [0.27, 0.06, 0.09], [0.01, 0.02, 0.00], [-0.06, -0.01, 0.05], [-0.08, -0.03, 0.01], [-0.11, 0.01, 0.00], [0.04, -0.01, -0.05], [0.00, 0.00, -0.03], [0.03, 0.02, 0.02], [0.07, 0.01, 0.00], [0.02, -0.33, 0.14], [-5.33, -0.43, -2.58], [-7.64, -0.92, -0.01], [-3.07, 0.60, -3.03], [0.04, 0.12, -0.24], [0.02, 0.05, 0.01], [0.07, -0.14, -0.12], [-0.14, 0.01, -0.18], [-1.55, 1.35, -2.75], [0.01, 0.05, -0.03], [0.06, -0.01, -0.08], [0.01, -0.01, 0.06], [0.74, 0.24, -0.23], [-0.41, -0.30, 1.27], [-0.03, 0.29, -0.61], [-1.84, 3.17, 2.44], [-0.11, 0.16, -0.21], [0.03, 0.06, -0.10], [0.08, -0.48, 0.22], [-0.18, -0.30, -0.21], [18.09, 0.05, 8.25], [-0.36, 0.42, -0.71], [-0.06, 0.22, -0.63], [0.04, -0.37, 0.70], [0.19, 0.06, 0.08], [2.07, -2.79, -2.34], [-0.03, -0.13, -0.10], [-0.07, -0.07, 0.18], [-0.74, -0.06, 0.20], [0.21, -0.35, 0.04]]
}

---

Number 1: DFT total energy -13324.29318 Ha, F_max 2.0 eV/A. Number 2: DFT total energy -1505.88659 Ha, F_max 3.1 eV/A. Number 3: DFT total energy -9577.25850 Ha, F_max 3.1 eV/A. Number 4: DFT total energy -6164.99841 Ha, F_max 19.9 eV/A.